Here is a structure of composition C30H23Cl3NOP2Pd from the Open Molecules 2025 dataset. Energies are from the ωB97M-V functional and the def2-TZVPD basis.

Positions of all 61 atoms, in Å:
Pd1 0.477 1.071 -0.755
N1 0.035 -1.712 -0.348
P1 1.493 -0.873 -0.412
C1 2.383 -1.078 1.134
C2 2.355 -2.299 1.805
C3 3.050 -2.448 2.993
C4 3.783 -1.385 3.506
C5 3.824 -0.172 2.836
C6 3.119 -0.014 1.651
C7 2.494 -1.664 -1.675
C8 1.889 -2.373 -2.713
C9 2.671 -2.943 -3.706
C10 4.051 -2.795 -3.673
C11 4.654 -2.084 -2.645
C12 3.880 -1.519 -1.644
P2 -1.108 -0.472 -0.469
C13 -2.433 -1.169 -1.444
C14 -2.180 -1.493 -2.780
C15 -3.177 -2.064 -3.548
C16 -4.431 -2.294 -2.991
C17 -4.688 -1.954 -1.672
C18 -3.693 -1.383 -0.891
C19 -1.747 -0.099 1.168
C20 -2.390 1.129 1.342
C21 -2.853 1.490 2.596
C22 -2.659 0.638 3.677
C23 -2.010 -0.576 3.505
C24 -1.554 -0.951 2.249
H1 -0.139 -2.704 -0.254
H2 1.796 -3.137 1.402
H3 3.025 -3.394 3.517
H4 4.326 -1.506 4.434
H5 4.400 0.653 3.235
H6 3.144 0.934 1.128
H7 0.813 -2.485 -2.743
H8 2.203 -3.502 -4.505
H9 4.659 -3.239 -4.450
H10 5.730 -1.974 -2.619
H11 4.356 -0.980 -0.834
H12 -1.208 -1.289 -3.214
H13 -2.986 -2.318 -4.582
H14 -5.214 -2.734 -3.595
H15 -5.666 -2.131 -1.247
H16 -3.894 -1.118 0.138
H17 -2.517 1.803 0.500
H18 -3.356 2.437 2.733
H19 -3.012 0.925 4.659
H20 -1.858 -1.235 4.350
H21 -1.038 -1.895 2.123
Cl1 -0.954 7.758 1.764
C25 -0.824 6.248 0.919
C26 -0.043 5.235 1.449
C27 0.035 4.044 0.751
Cl2 0.980 2.737 1.418
C28 -0.626 3.812 -0.461
O1 -0.532 2.702 -1.157
C29 -1.414 4.872 -0.946
Cl3 -2.271 4.658 -2.432
C30 -1.513 6.072 -0.276
H22 0.484 5.366 2.383
H23 -2.121 6.868 -0.682

Force components x, y, z for each atom (eV/Å):
0.0 0.2 0.3
-0.2 -0.1 0.0
0.2 -0.4 0.0
0.0 0.1 0.0
0.0 0.0 0.0
0.0 0.0 0.0
0.0 0.0 0.0
0.0 0.0 0.0
0.0 0.0 0.0
0.0 0.0 -0.1
0.0 0.0 0.0
0.0 0.0 0.0
0.0 0.0 0.0
0.0 0.0 0.0
0.0 0.0 0.0
0.3 -0.6 0.7
0.1 0.5 -0.4
0.0 0.0 0.0
0.0 0.0 0.0
0.0 0.0 0.0
0.0 0.0 0.0
0.0 0.0 0.0
-0.1 0.2 -0.1
0.0 0.0 0.0
0.0 0.0 0.0
0.0 0.0 0.0
0.0 0.0 0.0
0.0 0.0 0.0
0.0 0.0 0.1
0.0 0.0 0.0
0.0 0.0 0.0
0.0 0.0 0.0
0.0 0.0 0.0
0.0 0.0 0.0
0.0 0.0 0.0
0.0 0.0 0.0
0.0 0.0 0.0
0.0 0.0 0.0
0.0 0.0 0.0
0.0 0.0 0.0
0.0 0.0 0.0
0.0 0.0 0.0
0.0 0.0 0.0
0.0 0.0 0.0
0.0 0.0 0.0
0.0 0.0 0.0
0.0 0.0 0.0
0.0 0.0 0.0
0.0 0.0 0.0
0.0 -0.1 0.0
0.0 0.0 0.0
-0.1 0.1 -0.1
-0.2 0.0 0.0
0.2 -0.1 -0.1
0.0 -0.2 0.1
-0.3 0.4 -0.6
-0.1 0.0 0.0
0.0 0.0 0.1
0.1 0.0 0.2
0.0 0.0 0.0
0.0 0.0 0.0

Properties
Maximum force: 0.97 eV/Å
Energy relative to the best compared isomer or geometry (same formula, charge and spin): 34.73 kJ/mol
Charge: +1
Highest occupied orbital energy: -10.3 eV
HOMO-LUMO gap: 5.9 eV
LUMO level: -4.393 eV

Atomic partial charges in e from the Mulliken method, atoms 1 to 6: -0.384, -0.301, 0.994, 0.452, -0.159, -0.787



Here is a structure of composition C32H30BrF4I2N4O3Ta from the Open Molecules 2025 dataset. Energies are from the ωB97M-V functional and the def2-TZVPD basis.

Positions of all 77 atoms, in Å:
Ta1 -0.035 -0.199 0.303
I1 -5.039 -2.703 -5.083
C1 -3.667 -2.353 -3.550
C2 -2.434 -2.984 -3.574
C3 -1.503 -2.755 -2.565
I2 0.352 -3.683 -2.570
C4 -1.840 -1.873 -1.549
O1 -1.015 -1.590 -0.509
C5 -3.084 -1.244 -1.509
C6 -3.340 -0.347 -0.337
N1 -2.238 0.652 -0.163
C7 -2.119 1.492 -1.391
C8 -1.137 0.924 -2.385
C9 -1.305 1.088 -3.746
C10 -0.329 0.622 -4.613
C11 0.805 0.015 -4.094
C12 0.916 -0.116 -2.726
N2 -0.037 0.322 -1.891
C13 -4.000 -1.483 -2.515
H1 -2.192 -3.663 -4.381
H2 -3.412 -0.924 0.586
H3 -4.277 0.194 -0.479
H4 -2.514 1.275 0.591
H5 -1.785 2.486 -1.098
H6 -3.098 1.591 -1.861
H7 -2.198 1.572 -4.119
H8 -0.450 0.734 -5.682
H9 1.591 -0.361 -4.733
H10 1.779 -0.585 -2.273
H11 -4.972 -1.006 -2.501
C14 3.484 1.295 2.321
C15 2.071 1.626 2.774
N3 1.006 0.573 2.661
C16 -0.132 1.108 3.452
C17 -1.409 0.325 3.264
C18 1.523 -0.695 3.222
C19 2.022 -1.530 2.062
N4 0.855 -1.718 1.168
C20 0.294 -3.026 1.260
C21 -1.017 -3.258 1.650
F1 -1.811 -2.208 1.955
C22 -1.546 -4.533 1.704
F2 -2.816 -4.678 2.076
C23 -0.778 -5.631 1.379
C24 0.529 -5.419 0.985
F3 1.296 -6.440 0.627
C25 1.054 -4.141 0.921
F4 2.304 -3.961 0.484
H12 4.099 2.176 2.508
H13 3.552 1.059 1.263
H14 3.927 0.481 2.893
H15 1.706 2.515 2.258
H16 2.115 1.903 3.833
H17 -0.281 2.139 3.132
H18 0.136 1.133 4.513
H19 -1.686 0.254 2.197
H20 -2.242 0.835 3.749
H21 -1.362 -0.686 3.654
H22 0.715 -1.235 3.714
H23 2.296 -0.506 3.969
H24 2.391 -2.498 2.392
H25 2.819 -1.036 1.512
H26 -1.190 -6.629 1.425
Br1 0.665 7.288 -0.052
C26 1.605 5.686 -0.366
C27 2.888 5.723 -0.905
C28 3.583 4.543 -1.138
C29 3.008 3.322 -0.835
C30 1.723 3.296 -0.294
C31 1.016 4.477 -0.057
C32 1.095 2.032 0.045
O2 -0.100 1.939 0.492
O3 1.689 0.895 -0.112
H27 3.339 6.677 -1.142
H28 4.578 4.587 -1.558
H29 3.540 2.397 -1.013
H30 0.023 4.445 0.371

Force components x, y, z for each atom (eV/Å):
-0.9 1.1 0.2
0.1 0.0 0.1
-0.2 0.1 -0.1
0.2 -0.1 -0.1
-0.1 0.3 0.1
0.0 -0.1 -0.1
-0.4 0.0 0.2
0.4 -0.5 -0.3
0.3 -0.2 0.0
-0.1 0.0 0.1
0.1 0.1 -0.1
0.0 -0.1 0.0
0.1 0.0 0.1
0.0 0.0 0.0
0.0 0.0 0.0
0.0 0.0 0.0
0.0 0.0 -0.1
-0.2 0.1 0.0
-0.1 0.0 -0.1
0.0 0.0 0.0
0.0 0.0 0.0
0.0 0.0 0.0
0.0 0.1 0.0
0.0 0.0 0.0
0.0 0.0 0.0
0.0 0.0 0.0
0.0 0.0 0.0
0.0 0.0 0.0
0.0 0.0 0.0
0.0 0.0 0.0
0.0 0.0 0.0
0.1 0.0 0.0
-0.2 0.0 0.0
0.0 -0.1 0.0
0.0 0.0 0.0
0.0 0.0 0.0
-0.1 0.0 0.1
0.2 -0.4 0.1
0.2 -0.3 -0.2
0.0 0.0 0.0
0.0 0.0 0.1
0.0 0.0 0.0
0.0 0.0 0.0
0.0 0.0 0.0
0.0 0.0 0.0
0.0 0.0 0.0
0.0 0.1 0.0
0.0 0.0 0.0
0.0 0.0 0.0
0.0 0.0 0.0
0.0 0.0 0.0
0.0 0.0 0.0
0.0 0.0 0.0
0.0 0.0 0.0
0.0 0.0 0.0
0.0 0.0 0.0
0.0 0.0 0.0
0.0 0.0 0.0
0.0 0.0 0.0
0.0 0.0 0.0
0.0 0.0 0.0
0.0 0.0 0.0
0.0 0.0 0.0
0.1 -0.1 0.0
0.0 0.1 0.0
0.0 0.0 0.0
0.0 0.0 0.0
0.0 -0.1 0.0
0.0 0.0 0.0
-0.1 0.0 0.0
0.4 0.0 -0.1
0.1 0.0 -0.1
0.1 -0.1 0.0
0.0 0.0 0.0
0.0 0.0 0.0
0.0 0.0 0.0
0.0 0.0 0.0

Properties
Maximum force: 1.37 eV/Å
Energy relative to the best compared isomer or geometry (same formula, charge and spin): 24.22 kJ/mol
Charge: +2
Highest occupied orbital energy: -13.4 eV
HOMO-LUMO gap: 6.4 eV
LUMO level: -6.953 eV

Atomic partial charges in e from the Mulliken method, atoms 1 to 6: -0.050, 0.181, -0.666, -0.169, -0.378, 0.098



Here is a cluster of 2 separate species, C4H10N2S in total from the Open Molecules 2025 dataset. Energies are from the ωB97M-V functional and the def2-TZVPD basis.

Positions of all 17 atoms, in Å:
C1 -0.203 1.828 -0.461
C2 -0.243 -0.082 0.979
C3 -1.211 -1.103 0.299
C4 1.871 0.512 -0.194
H1 -1.064 1.527 -1.066
H2 -0.413 2.422 0.640
H3 0.540 2.348 -1.289
H4 0.532 -0.586 1.797
H5 -0.949 0.601 1.507
H6 -1.932 -0.359 0.051
H7 -1.535 -1.978 0.983
H8 0.532 -1.520 -0.977
H9 -1.112 -3.048 -0.875
H10 2.663 1.397 -0.584
N1 0.565 0.692 0.041
N2 -0.714 -1.719 -0.915
S1 2.674 -0.930 0.064

Force components x, y, z for each atom (eV/Å):
2.8 2.4 0.7
2.1 -2.6 2.6
1.2 -1.1 1.2
2.5 0.4 -0.4
-0.2 0.0 0.7
0.0 -0.8 -3.8
-2.0 -0.6 2.5
-2.0 1.2 -2.2
0.9 -0.1 -0.1
-1.9 -0.4 -0.4
0.1 2.3 -0.5
-4.7 -1.7 0.5
2.4 5.3 -0.2
-3.1 -1.9 0.8
-0.6 0.5 -0.4
2.8 -3.6 -1.0
-0.4 0.6 0.0

Properties
Maximum force: 5.79 eV/Å
Energy relative to the best compared isomer or geometry (same formula, charge and spin): 491.63 kJ/mol
Highest occupied orbital energy: -8.2 eV
HOMO-LUMO gap: 8.6 eV
LUMO level: 0.450 eV

Atomic partial charges in e from the Mulliken method, atoms 1 to 6: -0.899, -0.760, -0.338, -0.003, 0.275, 0.311



Here is a cluster of 5 separate species, C8H26O5 in total from the Open Molecules 2025 dataset. Energies are from the ωB97M-V functional and the def2-TZVPD basis.

Positions of all 39 atoms, in Å:
C1 1.981 1.140 1.089
C2 3.413 1.197 0.612
O1 3.601 2.422 -0.076
H1 1.724 0.427 1.798
H2 1.407 0.830 0.199
H3 1.711 2.047 1.502
H4 3.645 0.263 0.059
H5 4.050 1.153 1.461
H6 4.555 2.460 -0.277
C3 -0.331 -1.009 -3.604
C4 -1.794 -0.598 -3.627
O2 -1.830 0.785 -3.801
H7 0.167 -0.481 -4.451
H8 -0.167 -2.123 -3.741
H9 0.217 -0.840 -2.689
H10 -2.252 -0.796 -2.646
H11 -2.351 -1.111 -4.435
H12 -1.512 1.153 -3.009
C5 0.002 -1.488 3.189
C6 -0.817 -0.204 3.030
O3 -1.695 -0.041 4.200
H13 0.625 -1.389 4.037
H14 0.511 -1.796 2.287
H15 -0.636 -2.335 3.444
H16 -1.360 -0.360 2.035
H17 -0.217 0.702 3.059
H18 -1.638 0.920 4.421
C7 -0.638 -2.247 -0.181
O4 -0.020 -1.044 -0.362
H19 -0.127 -3.184 -0.185
H20 -1.249 -2.392 -1.083
H21 -1.339 -2.152 0.664
H22 -0.643 -0.454 -0.809
C8 -1.439 1.681 -0.135
O5 -0.664 1.524 -1.361
H23 -1.956 2.605 -0.161
H24 -0.793 1.727 0.737
H25 -2.146 0.853 0.093
H26 0.024 2.156 -1.294

Force components x, y, z for each atom (eV/Å):
0.4 -0.9 -3.0
-0.5 -0.9 0.6
0.9 -0.4 -0.5
0.2 -1.7 1.4
-0.3 0.7 0.5
-0.7 2.2 0.5
-0.1 0.7 -0.4
0.9 0.2 1.0
-0.7 0.2 0.0
0.8 -1.9 -1.3
0.6 -0.4 0.7
-1.4 0.1 -2.3
-0.2 -0.5 0.6
-0.4 1.0 -0.2
-0.1 0.7 0.3
-0.3 -0.6 -0.2
0.2 0.4 0.5
0.8 1.0 1.6
-1.1 0.1 0.1
-0.8 -1.0 -0.1
0.5 0.9 -0.9
1.2 0.1 0.7
0.4 0.3 -0.2
-0.4 0.1 -0.1
0.2 0.9 1.4
0.4 -0.2 -0.8
-0.3 -1.3 -0.2
-3.5 -0.4 -0.9
1.9 1.3 0.1
1.5 -0.1 0.6
-0.5 -0.3 0.2
0.2 -0.7 0.0
0.5 -0.1 0.0
0.5 -0.6 0.2
-2.0 -1.1 1.1
-0.8 0.8 -0.2
0.4 -0.1 0.0
0.5 0.4 -0.9
1.3 0.9 -0.1

Properties
Maximum force: 3.63 eV/Å
Energy relative to the best compared isomer or geometry (same formula, charge and spin): 243.06 kJ/mol
Highest occupied orbital energy: -9.8 eV
HOMO-LUMO gap: 10.4 eV
LUMO level: 0.588 eV
SMILES string: CCO.CCO.CCO.CO.CO

Atomic partial charges in e from the Mulliken method, atoms 1 to 6: -0.667, -0.569, -0.532, 0.286, -0.005, 0.493



Here is a structure of composition C2H6N2O2 from the Open Molecules 2025 dataset. Energies are from the ωB97M-V functional and the def2-TZVPD basis.

Positions of all 12 atoms, in Å:
C1 1.296 -0.406 -0.548
C2 -0.373 0.493 -0.167
N1 -0.100 1.098 1.016
O1 1.289 -1.384 0.264
O2 -0.837 -1.368 0.253
N2 -1.068 0.933 -1.106
H1 -1.500 -1.608 0.922
H2 -0.879 1.603 1.418
H3 0.398 0.532 1.688
H4 -1.315 0.260 -1.821
H5 1.898 0.481 -0.301
H6 1.192 -0.632 -1.617

Force components x, y, z for each atom (eV/Å):
1.9 -2.9 0.6
-3.1 -0.9 1.1
0.2 0.2 0.3
0.7 2.0 -1.4
0.3 1.2 -0.5
1.2 -0.2 0.0
-0.3 0.6 -0.2
0.0 -0.1 -0.1
0.0 -0.1 -0.2
-0.2 -0.2 0.2
-0.5 0.1 0.2
-0.2 0.1 0.0

Properties
Maximum force: 3.49 eV/Å
Energy relative to the best compared isomer or geometry (same formula, charge and spin): 606.27 kJ/mol
Highest occupied orbital energy (spin up / spin down): -9.6 / -9.5 eV
HOMO-LUMO gap (spin up / spin down): 7.8 / 7.8 eV
LUMO level (spin up / spin down): -1.775 / -1.768 eV

Atomic partial charges in e from the Mulliken method, atoms 1 to 6: -0.388, 0.784, -0.522, -0.361, -0.579, -0.626



Here is the ion C4H5N2O2 with charge -1 from the Open Molecules 2025 dataset. Energies are from the ωB97M-V functional and the def2-TZVPD basis.

Positions of all 13 atoms, in Å:
C1 1.203 1.272 1.295
N1 1.288 0.087 0.543
O1 2.326 -0.644 0.831
C2 0.153 -0.376 -0.220
N2 0.106 -1.512 -0.883
C3 -1.162 -1.539 -1.457
C4 -1.884 -0.405 -1.120
O2 -0.976 0.444 -0.367
H1 1.804 2.051 0.961
H2 0.185 1.804 1.065
H3 1.350 1.123 2.417
H4 -1.516 -2.240 -2.169
H5 -2.878 -0.064 -0.895

Force components x, y, z for each atom (eV/Å):
-3.9 1.0 1.1
-4.4 -0.3 -2.4
1.4 -1.4 0.0
2.8 1.8 1.9
-0.9 -0.3 -0.8
-0.4 2.5 1.3
2.1 0.2 0.8
0.4 -2.0 0.0
2.2 1.1 -0.6
1.2 -1.2 0.9
-0.2 0.0 -1.3
0.0 -1.0 -0.1
-0.3 -0.3 -0.8

Properties
Maximum force: 4.97 eV/Å
Energy relative to the best compared isomer or geometry (same formula, charge and spin): 461.17 kJ/mol
Charge: -1
Highest occupied orbital energy: -1.5 eV
HOMO-LUMO gap: 5.5 eV
LUMO level: 4.006 eV
SMILES string: CN([O-])c1ncco1

Atomic partial charges in e from the Mulliken method, atoms 1 to 6: -0.932, 0.413, -0.852, 0.476, -0.618, -0.246



Here is the molecule C11H17N5 from the Open Molecules 2025 dataset. Energies are from the ωB97M-V functional and the def2-TZVPD basis.

Positions of all 33 atoms, in Å:
C1 -2.776 1.848 2.772
C2 -2.840 1.207 1.461
C3 -2.742 -0.300 1.491
N1 -1.552 -0.697 0.661
C4 -0.883 0.413 0.266
C5 0.315 0.584 -0.505
N2 1.180 -0.539 -0.917
C6 0.815 -1.963 -0.580
C7 1.841 -3.035 -0.938
N3 2.830 -2.613 -1.981
C8 3.550 -1.388 -1.505
C9 2.539 -0.275 -1.587
N4 0.693 1.761 -0.899
C10 -0.131 2.927 -0.671
C11 -1.249 2.807 0.155
N5 -1.573 1.563 0.727
H1 -1.855 1.551 3.235
H2 -3.634 1.656 3.470
H3 -2.733 2.919 2.533
H4 -3.824 1.518 1.000
H5 -2.771 -0.690 2.563
H6 -3.603 -0.785 0.920
H7 0.781 -1.915 0.521
H8 -0.232 -2.285 -0.816
H9 2.254 -3.328 0.030
H10 1.268 -3.900 -1.409
H11 2.372 -2.328 -2.805
H12 3.810 -1.615 -0.510
H13 4.435 -1.351 -2.099
H14 2.988 0.731 -1.172
H15 2.445 0.011 -2.537
H16 0.088 3.848 -1.199
H17 -1.807 3.665 0.322

Force components x, y, z for each atom (eV/Å):
-0.6 1.3 1.4
-0.4 -0.3 -1.3
-0.4 -1.7 -1.4
2.1 1.8 -0.2
-5.1 -2.6 3.1
3.3 -1.0 -2.0
-0.5 0.6 -0.1
-0.9 1.2 2.0
-0.8 -0.2 -2.3
1.0 -0.6 2.7
-2.5 -1.9 -0.4
0.4 2.6 4.8
-1.1 1.5 -0.1
-1.3 -2.8 1.7
2.7 -1.6 -1.5
0.7 1.2 -1.8
0.5 0.0 0.6
0.7 0.1 -0.8
0.0 0.0 0.7
1.4 0.0 -0.4
0.5 0.2 -1.4
0.8 0.6 1.1
-0.2 -0.4 -0.2
0.9 0.8 -0.5
0.8 -0.3 -0.7
0.8 0.9 0.9
-1.0 0.0 -1.2
0.6 0.0 1.4
0.5 1.0 -0.4
-1.0 -1.9 -0.1
-1.0 0.7 -4.1
0.3 -0.3 0.2
-1.4 1.1 0.6

Properties
Maximum force: 6.48 eV/Å
Energy relative to the best compared isomer or geometry (same formula, charge and spin): 205.94 kJ/mol
Highest occupied orbital energy: -7.2 eV
HOMO-LUMO gap: 7.7 eV
LUMO level: 0.533 eV
SMILES string: C[C@@H]1CN=C2C(N3CCNCC3)=NC=CN21

Atomic partial charges in e from the Mulliken method, atoms 1 to 6: -1.519, 0.365, -0.721, -0.559, 0.684, 0.181



Here is a structure of composition C7H9FN2O2 from the Open Molecules 2025 dataset. Energies are from the ωB97M-V functional and the def2-TZVPD basis.

Positions of all 21 atoms, in Å:
C1 2.016 0.536 -0.540
C2 1.392 -0.599 -0.668
C3 0.038 1.912 -0.065
C4 1.332 1.786 -0.365
C5 -0.102 -0.687 -0.684
C6 -0.836 0.176 0.319
C7 -0.458 -2.117 -0.396
N1 -2.214 0.234 0.179
N2 -0.351 0.027 1.704
O1 0.587 -0.699 1.878
O2 -0.956 0.562 2.581
F1 2.146 2.938 -0.368
H1 3.035 0.746 -0.545
H2 1.910 -1.498 -0.802
H3 -0.597 2.759 0.050
H4 -0.296 -0.194 -1.763
H5 0.110 -2.771 -0.998
H6 -1.464 -2.359 -0.576
H7 -0.176 -2.312 0.710
H8 -2.447 0.828 -0.671
H9 -2.669 0.734 1.021

Force components x, y, z for each atom (eV/Å):
0.2 2.0 0.0
-0.9 0.4 0.2
-0.6 -3.5 0.4
-1.2 1.8 1.1
0.0 0.7 -1.3
3.1 4.4 -2.3
0.5 -0.3 1.7
-2.1 2.2 0.6
-0.6 -1.1 -0.5
1.3 -0.4 0.3
-1.1 1.3 1.1
-0.9 -1.6 -0.5
1.9 -0.6 -0.2
0.7 -1.1 -0.1
-0.1 0.6 0.2
-0.5 -1.4 2.1
0.8 -0.9 -0.7
-1.5 -0.2 0.0
-0.6 0.1 -2.0
0.4 -1.3 1.4
1.1 -1.1 -1.7

Properties
Maximum force: 5.89 eV/Å
Energy relative to the best compared isomer or geometry (same formula, charge and spin): 416.18 kJ/mol
Highest occupied orbital energy: -9.1 eV
HOMO-LUMO gap: 8.9 eV
LUMO level: -0.174 eV

Atomic partial charges in e from the Mulliken method, atoms 1 to 6: -0.594, -0.785, -0.827, 0.690, 0.468, 0.148